[1]
ORCA calculation (the ωB97M-V functional and the def2-TZVPD basis) on a structure of composition C54H48As2N4O5SY at a distorted geometry.

Positions of all 115 atoms, in Å:
1 H 2.17393 3.70822 -3.43258
2 H -5.74021 1.74341 -2.55277
3 H 3.73760 0.16618 -5.28562
4 H 5.13449 4.46627 3.76943
5 C 3.34852 0.68970 -4.41903
6 H -1.32624 5.87697 -3.37994
7 H 1.12165 -2.78922 -1.42642
8 H -5.28927 -3.68185 0.91999
9 H 1.63880 8.05054 -1.17156
10 C -4.69739 -2.89848 1.37871
11 C -4.42666 -0.35239 -1.48378
12 C -2.43409 -4.69276 3.68309
13 H 2.53143 5.93469 -0.27609
14 C 1.36424 1.30714 3.46913
15 H 3.05067 -3.13765 1.66365
16 C 4.18295 2.99458 0.86757
17 C -3.57664 -2.50652 -0.84592
18 C 1.67659 5.91804 -0.93791
19 C -4.00323 1.08558 -1.50272
20 C -0.90772 -2.44319 4.22645
21 N -3.28057 -1.26112 -1.56308
22 C -1.49482 -1.86771 -3.15564
23 C 2.33310 -6.03596 0.08398
24 C -2.38134 -4.19632 4.97927
25 O 0.61674 0.15821 -1.27829
26 H -0.45565 3.75918 -2.44792
27 H -0.63674 -4.44593 -0.06427
28 H -2.74146 -3.19017 -1.00078
29 C -4.46942 3.38217 -1.96437
30 C 4.99303 3.36211 1.93602
31 H 3.59088 -1.01054 -3.12478
32 H -5.60670 -3.07156 3.31766
33 O 4.34031 0.68695 -1.46416
34 H 2.20410 -2.63597 -3.58588
35 C -2.51640 2.69370 -0.78791
36 C 0.34722 -2.35955 -4.61998
37 C 2.85176 -0.41490 4.24493
38 C 2.91021 -0.16071 -3.25012
39 C 2.21728 -1.34483 3.43752
40 C 1.17823 7.10986 -1.45204
41 C 2.36164 4.25227 1.84131
42 H -0.08186 0.72056 2.03735
43 C 1.26205 -2.09500 -3.50897
44 C 1.10323 -3.69677 0.95216
45 H 4.57470 2.37025 0.07347
46 H 4.54262 -0.21468 -1.17150
47 H 0.74359 -2.64204 -5.59025
48 C -3.30042 3.71036 -1.30438
49 C 0.38563 -4.64128 0.22366
50 C 3.01301 0.68130 -1.95030
51 H 2.81330 -6.94718 -0.24942
52 C -1.62138 -3.06548 5.24540
53 C 2.86844 3.43850 0.82716
54 H 2.79194 5.26752 3.68005
55 H -5.09822 4.14904 -2.40017
56 H -4.47697 -2.98638 -1.23860
57 C -4.87503 -2.55283 2.70877
58 H -0.28252 8.02930 -2.72563
59 C -0.49108 5.88973 -2.68663
60 H 0.42753 -6.53942 -0.77057
61 H -3.61011 -2.29188 -3.37585
62 H -0.32145 -1.56758 4.46212
63 H 2.52354 -2.37541 3.48050
64 N -3.00857 -1.23820 1.14351
65 H 1.01784 2.33328 3.48050
66 H 2.93508 1.63800 4.88837
67 H -2.56054 -0.12037 2.81970
68 C -4.11618 -1.52923 3.24370
69 H 3.67334 -0.73018 4.87841
70 H 1.33497 4.58498 1.80171
71 C 4.49499 4.17593 2.94477
72 H -5.13626 -0.54707 -2.28908
73 C -0.00221 4.70088 -2.16555
74 H -2.92109 -4.69408 5.77815
75 C 3.17813 4.62505 2.89700
76 N -2.84414 1.38785 -0.88996
77 O 0.22207 2.39368 0.11106
78 C 0.09741 7.09790 -2.32263
79 Y -1.06986 -0.41181 -0.43310
80 C 2.43284 0.91312 4.25827
81 C -0.94000 -2.94766 2.92731
82 C -4.82482 2.04632 -2.05827
83 H -3.02321 -5.57642 3.46121
84 C -3.18938 -0.91287 2.42900
85 C 1.16726 -0.94996 2.61337
86 O 1.62080 -0.60893 -3.58167
87 H 6.01911 3.01497 1.97526
88 H -3.16830 -0.60097 -3.52667
89 H -4.22482 -1.22105 4.27659
90 H -1.57665 2.91062 -0.29154
91 C 3.06348 -5.07260 0.76710
92 C 0.99378 -5.81312 -0.20007
93 O 2.39162 -1.19635 -0.14068
94 H 3.35519 2.58050 -5.33863
95 H -2.97481 4.73689 -1.19450
96 H -4.95490 -0.52073 -0.54624
97 H -1.67422 -2.14817 -5.27734
98 C -1.72342 -4.06846 2.66611
99 C 0.55893 -2.43661 -2.26879
100 N -0.73369 -2.15087 -2.07659
101 C 2.45519 -3.90054 1.19264
102 C -2.94284 -1.51474 -2.97475
103 H -1.57185 -2.66642 6.25322
104 C 2.50578 2.11808 -2.09433
105 C -3.76147 -2.21699 0.62362
106 S 1.99341 0.16727 -0.54601
107 C 3.13647 2.00315 -4.44869
108 C 1.08189 4.71365 -1.28660
109 H 4.11846 -5.22697 0.96076
110 As 1.63531 3.01391 -0.57339
111 H -1.78035 -4.48114 1.66850
112 C 2.55264 2.70417 -3.29091
113 As 0.11717 -2.11684 1.48091
114 C 0.74115 0.37553 2.64943
115 C -0.98204 -2.10547 -4.43764

Values from the calculation:
Largest force on an atom: 3.81 eV Å⁻¹
E_HOMO: -8.2270 eV
Total charge: +1
Energy: -206524.849 eV
Orbital gap: 6.07 eV
Spin multiplicity: 1
Relative energy (zero: lowest compared OMol25 entry of this formula, charge and spin): 345.5 kJ/mol

Löwdin atomic charge list, values in e, 5 entries: H 0.1017; H 0.1230; H 0.1232; H 0.1077; C 0.0174

[2]
ORCA calculation (the ωB97M-V functional and the def2-TZVPD basis) on a structure of composition C54H48IN6O2S5Sn at a distorted geometry.

Positions of all 117 atoms, in Å:
1 H 4.84257 -0.43422 1.94921
2 H 6.16224 2.07538 -1.30341
3 C 2.73934 -2.44541 3.43132
4 C -2.89713 -3.37696 -1.01019
5 H 1.27403 1.84728 -0.58680
6 C -2.79649 -4.46295 -0.15976
7 H 2.60436 0.14363 -6.36774
8 N -3.86439 -1.24960 -1.62997
9 H -3.68522 4.42733 3.82433
10 H 2.99087 -2.87396 2.46905
11 H -7.59973 -1.03060 -2.62487
12 H 2.10464 1.76599 -6.86258
13 C 4.62169 0.57714 2.27319
14 S 0.56913 -0.38310 -4.66796
15 S 2.04374 -0.21270 1.97321
16 C -4.49756 -2.36827 0.45782
17 H 2.97995 3.45852 -4.20123
18 C -3.40185 2.91340 -4.99715
19 C 2.21153 -1.16509 3.46781
20 N 2.48537 -1.19286 0.86872
21 H 4.70032 -2.48209 -4.58222
22 H 1.94654 3.74302 -5.61084
23 H -4.99598 -3.48300 2.21743
24 H 3.36653 -0.81133 -3.33112
25 C -1.10514 -1.24153 2.63388
26 I -1.82788 -3.39127 -2.81843
27 H 1.92262 2.56423 2.76033
28 H -5.14485 -1.53513 0.71136
29 N -1.30290 -0.11558 0.17597
30 H 1.49500 0.45246 4.67549
31 C -1.53599 -3.52505 4.11881
32 H -3.72440 3.88364 -5.37244
33 S 2.23587 -0.82918 -0.78796
34 S -0.05564 2.43759 -2.94366
35 C 2.33254 1.90715 -0.75932
36 C -3.10637 3.61789 3.39542
37 C -0.98209 -3.61734 2.84959
38 C 5.08897 2.02888 -1.16049
39 C -4.98621 -0.65570 -1.82296
40 H -4.46453 3.30775 1.75871
41 H 3.31509 -4.14592 4.59716
42 H 6.09749 3.45543 3.26279
43 H -1.70922 -4.42189 4.70394
44 C 3.98255 3.15924 3.08089
45 C 1.38964 1.14901 -4.90605
46 C 4.45560 0.80017 -1.11053
47 C -1.65222 1.53430 2.32692
48 C 2.96719 2.27607 2.74381
49 H -3.11801 1.42593 0.78723
50 Sn -1.02025 -0.04776 -2.50772
51 C 3.73612 -1.70848 -2.83978
52 C -6.44359 1.20964 -2.55856
53 C -7.58603 0.70815 -1.72122
54 N 0.75742 0.63753 1.88494
55 C 1.15346 2.27589 -4.21097
56 C -1.88610 -2.28606 4.64025
57 H -0.37967 -2.52235 1.08071
58 H 2.39414 4.04079 -0.70507
59 C -5.20475 0.50993 -2.64203
60 H 4.83659 -4.98877 -1.10295
61 H 3.55036 -3.27448 0.16872
62 H -1.56694 3.73410 4.89122
63 C 1.87940 -0.56238 4.66997
64 C -0.77949 -2.47503 2.09269
65 H 6.66296 1.15806 2.55401
66 C -4.19753 1.01880 -3.53381
67 C -6.59681 2.37911 -3.24476
68 H -3.16502 2.24424 -5.82997
69 C -3.77863 -2.31193 -0.74603
70 H -2.33977 -2.21578 5.62223
71 H -2.12383 -5.27589 -0.40600
72 H 3.73723 4.16898 3.38639
73 H 2.68471 -3.10643 6.75119
74 C 4.46264 -2.65665 -3.54010
75 H -5.87593 -1.06827 -1.31932
76 S -0.83634 0.14684 1.52062
77 C -3.55002 2.98565 2.24035
78 C 4.34306 3.19788 -1.03024
79 H 1.49211 4.39633 -4.02575
80 C -1.91656 3.22734 3.99971
81 C 2.97765 3.13631 -0.81570
82 H 5.02714 -0.11381 -1.20881
83 H -0.23939 1.87659 3.90510
84 H 3.39011 1.57622 -5.66218
85 C -4.48305 2.31091 -4.15447
86 C 4.53875 -4.06406 -1.58320
87 C 3.82204 -3.11359 -0.86812
88 C -1.17968 2.18145 3.46204
89 C 4.85850 -3.83510 -2.91480
90 C 5.30760 2.75698 3.01361
91 H -7.53215 2.92990 -3.19167
92 N 0.91424 -1.05878 -1.33783
93 C -1.66082 -1.13152 3.90264
94 C 3.43410 -1.94477 -1.50346
95 H -8.34018 1.48767 -1.63416
96 C -3.56607 -4.51814 0.99712
97 H -0.72601 -4.58735 2.43875
98 C 2.43632 1.15927 -6.01043
99 C 3.30123 0.99539 2.33759
100 C 5.62656 1.46661 2.61159
101 C 2.56437 -2.55516 5.82664
102 H 5.40105 -4.58856 -3.47440
103 O -8.26503 -0.42230 -2.28772
104 H -3.49233 -5.37477 1.65602
105 C 2.05186 -1.26498 5.84979
106 C 3.07181 0.75303 -0.93056
107 H -1.92042 -0.16349 4.30879
108 O -3.13221 0.41226 -3.81878
109 C -4.40457 -3.45824 1.30895
110 H -7.24324 0.46326 -0.70888
111 N -5.61800 2.94481 -4.00741
112 C -2.82004 1.93551 1.70123
113 H -2.47875 3.01293 -4.42017
114 C 1.93658 3.54020 -4.53370
115 H 1.77829 -0.80616 6.79283
116 H 4.83547 4.16138 -1.10120
117 C 2.91374 -3.13959 4.61949

Values from the calculation:
Largest force on an atom: 1.27 eV Å⁻¹
E_HOMO: -2.9985 eV
Total charge: -1
Energy: -137914.473 eV
Orbital gap: 4.32 eV
Spin multiplicity: 1
Relative energy (zero: lowest compared OMol25 entry of this formula, charge and spin): 71.0 kJ/mol

Löwdin atomic charge list, values in e, 5 entries: H 0.1195; H 0.1022; C -0.0542; C -0.6204; H 0.0558

- What is the relative energy (zero: lowest compared OMol25 entry of this formula, charge and spin) in the first record?
  345.5 kJ/mol

- spin multiplicity of number 2 (C54H48IN6O2S5Sn)?
  1